1.
Formula: C20H31O2Pd
Source: the OMol25 dataset
Level of theory: ωB97M-V/def2-TZVPD

Geometry as ORCA input:
```
! wB97M-V def2-TZVPD RIJCOSX def2/J DEFGRID3
* xyz 1 5
O 0.317 0.100 -4.011
C 0.229 1.432 -4.612
C 0.030 0.898 -6.032
H 1.167 1.974 -4.445
H -0.620 1.997 -4.212
C 0.182 -0.498 -5.345
H 0.835 1.126 -6.732
H -0.966 1.053 -6.450
C 1.469 -1.189 -5.754
H 2.303 -0.480 -5.692
H 1.382 -1.554 -6.787
H 1.667 -2.049 -5.103
C -1.035 -1.397 -5.495
H -1.954 -0.872 -5.211
H -0.925 -2.305 -4.887
H -1.119 -1.710 -6.547
Pd -0.093 -0.184 3.445
C -1.992 -0.653 4.730
C -1.763 0.747 4.859
C -1.907 1.344 3.562
H -1.523 1.269 5.782
C -2.185 0.300 2.618
C -2.256 -0.936 3.347
H -2.499 -1.900 2.912
H -1.970 -1.375 5.542
H -1.825 2.397 3.321
H -2.370 0.427 1.557
C 0.949 -1.712 4.969
C 0.168 -2.464 4.040
C 0.675 -2.222 2.723
H -0.657 -3.127 4.282
C 1.787 -1.326 2.840
C 1.959 -1.023 4.234
H 2.732 -0.383 4.650
H 0.806 -1.676 6.048
H 0.308 -2.650 1.795
H 2.392 -0.965 2.016
O 0.718 0.470 0.694
C -0.007 -0.330 -0.254
C -0.410 0.596 -1.389
H -0.891 -0.806 0.214
H 0.672 -1.119 -0.607
C 0.452 1.859 -1.192
H -1.475 0.853 -1.324
H -0.208 0.085 -2.325
C 0.571 1.859 0.325
H -0.010 2.763 -1.600
H 1.442 1.701 -1.648
H -0.365 2.251 0.765
H 1.424 2.414 0.728
C 0.969 1.543 3.845
H 1.054 1.551 4.945
H 1.959 1.477 3.373
H 0.410 2.420 3.491
*
```

<S²>: 6.017
E: -1058.52186 Eh
Kohn-Sham gap (spin up / spin down): 8.24 / 6.03 eV

Here are the Löwdin charges for atoms 1 to 6, given in e: -0.151, -0.152, -0.063, 0.120, 0.117, -0.557

2.
Formula: C20H31O3Pt
Source: the OMol25 dataset
Level of theory: ωB97M-V/def2-TZVPD

Geometry as ORCA input:
```
! wB97M-V def2-TZVPD RIJCOSX def2/J DEFGRID3
* xyz 1 5
O 2.511 -0.596 1.013
C 1.413 0.033 0.220
C 0.962 -1.311 -0.341
H 1.746 0.711 -0.575
H 0.673 0.536 0.873
C 1.847 -1.893 0.826
H 1.400 -1.541 -1.313
H -0.115 -1.490 -0.318
C 2.725 -3.075 0.457
H 3.418 -2.796 -0.361
H 2.079 -3.880 0.074
H 3.256 -3.450 1.347
C 0.984 -2.261 2.056
H 0.017 -1.735 2.112
H 1.539 -2.057 2.981
H 0.758 -3.333 2.024
Pt -2.389 -0.237 -0.225
C -3.957 0.922 -1.321
C -2.907 1.878 -1.001
C -1.738 1.523 -1.738
H -3.058 2.769 -0.392
C -1.956 0.226 -2.349
C -3.383 -0.066 -2.214
H -3.926 -0.877 -2.699
H -4.984 0.952 -0.973
H -0.838 2.130 -1.853
H -1.249 -0.380 -2.912
C -3.792 1.447 2.115
C -3.588 -0.001 1.494
C -2.241 -0.384 1.851
H -4.425 -0.719 1.380
C -1.528 0.833 2.311
C -2.377 1.888 2.337
H -2.185 2.921 2.653
H -4.275 1.356 3.118
H -2.030 -1.392 2.213
H -0.489 0.846 2.594
O 3.234 -0.071 -1.578
C 4.067 -1.046 -2.211
C 5.556 -0.596 -2.116
H 3.717 -1.124 -3.269
H 3.936 -2.014 -1.717
C 5.509 0.862 -1.632
H 5.982 -0.600 -3.124
H 6.158 -1.300 -1.513
C 4.042 1.098 -1.226
H 5.656 1.535 -2.481
H 6.267 1.106 -0.878
H 3.585 1.903 -1.826
H 3.883 1.346 -0.174
C -5.964 2.274 1.679
O -4.577 2.316 1.312
H -6.300 1.230 1.881
H -6.505 2.699 0.823
H -6.143 2.885 2.584
*
```

ΔE to the lowest compared entry with this formula, charge and spin: 24.4 kcal per mole
<S²>: 6.015
E: -1125.10814 Eh
Kohn-Sham gap (spin up / spin down): 6.00 / 5.10 eV

Here are the Löwdin charges for atoms 1 to 6, given in e: -0.067, -0.161, -0.086, 0.094, 0.085, -0.519

Q: Which of these has the highest E?
A: C20H31O2Pd